A cluster of 12 separate species, C14H52O12 in total, computed with wB97M-V/def2-TZVPD.

Last columns: bonded neighbours and bond lengths (Å).
Positions of all 78 atoms, in Å:
1 H -0.674 6.546 -1.628  O52 0.960
2 C -0.750 -3.285 -4.794  H44 1.090, H56 1.090, H58 1.090, C72 1.518
3 H 1.158 -3.256 -2.210  O63 0.960
4 C 3.408 3.115 2.263  C10 1.562, H39 1.090, H43 1.090, O68 1.379
5 H 4.448 4.611 2.814  O68 0.960
6 O 2.972 -3.544 1.072  H33 0.960, C65 1.402
7 C -4.910 2.331 -0.105  O8 1.418, H22 1.090, C35 1.516, H67 1.090
8 O -5.506 3.369 0.655  C7 1.418, H66 0.960
9 H 3.638 -0.325 1.659  O76 0.957
10 C 1.882 2.813 2.118  C4 1.562, H19 1.090, H21 1.090, H59 1.090
11 H -0.660 4.965 -3.155  C29 1.090
12 H -0.392 0.875 0.095  C75 1.090
13 H 1.807 -5.477 2.128  C60 1.090
14 H -2.176 -0.320 3.862  C37 1.090
15 H 2.577 -1.247 -2.532  O27 0.957
16 H 1.558 -2.521 2.169  C65 1.090
17 H 0.978 -1.764 -0.635  C36 1.090
18 H 3.693 -3.249 -1.769  O45 0.957
19 H 1.373 3.574 1.527  C10 1.090
20 H 2.675 -3.499 -0.677  O45 0.957
21 H 1.682 1.966 1.461  C10 1.090
22 H -4.228 2.714 -0.864  C7 1.090
23 H 0.533 -4.726 3.025  C60 1.090
24 H -4.721 0.954 1.617  C35 1.090
25 H -1.303 -0.521 -0.501  C75 1.090
26 H -3.204 1.836 1.199  C35 1.090
27 O 2.565 -0.334 -2.821  H15 0.957, H38 0.957
28 H -0.560 -1.831 5.115  C40 1.090
29 C -1.437 4.959 -2.390  H11 1.090, C34 1.573, H46 1.090, O52 1.435
30 H 0.938 -4.473 -4.272  C72 1.090
31 O 0.873 -0.365 5.258  C40 1.376, H55 0.960
32 O -2.421 -2.674 -2.236  H50 0.957, H64 0.957
33 H 3.268 -2.637 0.962  O6 0.960
34 C -1.221 3.948 -1.204  C29 1.573, H51 1.090, H73 1.090, H74 1.090
35 C -4.136 1.416 0.822  C7 1.516, H24 1.090, H26 1.090, H69 1.090
36 C 0.845 -0.912 0.033  H17 1.090, H42 1.090, H48 1.090, C75 1.527
37 C -1.113 -0.084 3.918  H14 1.090, C40 1.531, H47 1.090, H62 1.090
38 H 1.912 0.087 -2.261  O27 0.957
39 H 3.980 3.102 1.336  C4 1.090
40 C -0.443 -0.747 5.125  H28 1.090, O31 1.376, C37 1.531, H54 1.090
41 H 2.763 -3.426 3.078  C65 1.090
42 H 1.697 -0.248 0.179  C36 1.090
43 H 3.784 2.298 2.879  C4 1.090
44 H -1.113 -2.268 -4.646  C2 1.090
45 O 2.750 -3.292 -1.609  H18 0.957, H20 0.957
46 H -2.342 4.618 -2.892  C29 1.090
47 H -0.688 -0.558 3.033  C37 1.090
48 H 0.562 -1.270 1.022  C36 1.090
49 H -0.739 0.540 -2.269  O57 0.960
50 H -1.581 -2.993 -2.567  O32 0.957
51 H -0.239 4.096 -0.754  C34 1.090
52 O -1.574 6.243 -1.764  H1 0.960, C29 1.435
53 H 4.329 0.170 0.406  O76 0.957
54 H -0.990 -0.434 6.014  C40 1.090
55 H 1.296 -0.884 5.946  O31 0.960
56 H -0.691 -3.532 -5.854  C2 1.090
57 O 0.035 0.293 -1.758  H49 0.960, C75 1.384
58 H -1.487 -3.990 -4.410  C2 1.090
59 H 1.489 2.686 3.127  C10 1.090
60 C 1.165 -4.596 2.147  H13 1.090, H23 1.090, C65 1.502, H77 1.090
61 H -3.063 1.127 -3.173  O71 0.957
62 H -1.144 0.999 3.796  C37 1.090
63 O 0.364 -3.470 -2.706  H3 0.960, C72 1.437
64 H -2.319 -1.723 -2.201  O32 0.957
65 C 2.132 -3.447 2.189  O6 1.402, H16 1.090, H41 1.090, C60 1.502
66 H -5.781 4.057 0.045  O8 0.960
67 H -5.825 1.862 -0.468  C7 1.090
68 O 3.534 4.330 2.902  C4 1.379, H5 0.960
69 H -3.768 0.599 0.200  C35 1.090
70 H -2.011 0.604 -4.128  O71 0.957
71 O -2.207 0.699 -3.196  H61 0.957, H70 0.957
72 C 0.602 -3.447 -4.122  C2 1.518, H30 1.090, O63 1.437, H78 1.090
73 H -2.002 4.085 -0.456  C34 1.090
74 H -1.441 2.899 -1.406  C34 1.090
75 C -0.317 -0.057 -0.466  H12 1.090, H25 1.090, C36 1.527, O57 1.384
76 O 4.044 -0.630 0.848  H9 0.957, H53 0.957
77 H 0.501 -4.603 1.282  C60 1.090
78 H 1.364 -2.730 -4.429  C72 1.090

The total charge is 0. For the largest force on an atom, the calculation gives 2.274 eV/Å. The value obtained for the LUMO energy is 0.1 eV. The gap between HOMO and LUMO is 9.722 eV. Its SMILES is CCO.CCO.CCO.CCO.CCO.CCO.CCO.O.O.O.O.O.

A cluster of 10 separate species, C22H60F3O11 in total, computed with wB97M-V/def2-TZVPD.

Last columns: bonded neighbours and bond lengths (Å).
Positions of all 96 atoms, in Å:
1 C 1.342 0.546 1.186  C2 1.514, H33 1.101, O92 1.407, H95 1.095
2 C 2.000 1.881 1.464  C1 1.514, H4 1.090, H58 1.092, H90 1.094
3 H 3.965 6.725 0.253  C62 1.096
4 H 2.920 2.033 0.901  C2 1.090
5 C -2.474 1.050 2.429  H36 1.101, C67 1.516, H74 1.097, O93 1.404
6 O -1.962 0.633 -3.411  C20 1.418, H85 0.981
7 H 3.155 4.644 4.542  C84 1.094
8 O -0.487 -6.265 1.920  H83 0.961, C87 1.432
9 H -3.538 0.950 -5.471  C96 1.090
10 O 1.753 5.875 6.371  H32 0.962, C45 1.435
11 H -3.576 -5.124 -0.511  C81 1.094
12 O 1.424 5.087 -1.278  H17 0.968, C78 1.425
13 H -2.420 -3.118 0.288  C43 1.103
14 H -0.779 -2.290 5.825  C19 1.101
15 H 1.075 -3.419 -7.140  O37 0.961
16 H 3.435 3.225 -3.728  O59 0.960
17 H 1.979 4.523 -1.835  O12 0.968
18 H 2.876 7.421 -0.905  C62 1.093
19 C -0.639 -1.582 4.993  H14 1.101, C41 1.499, O76 1.420, H89 1.098
20 C -2.874 -0.335 -3.903  O6 1.418, H27 1.099, H30 1.098, C96 1.515
21 C 0.888 -3.726 -4.527  C25 1.527, H39 1.089, H53 1.092, H63 1.092
22 C 2.580 2.061 -2.403  H26 1.088, H47 1.089, C56 1.528, O59 1.446
23 H 0.472 -1.668 -4.992  C25 1.086
24 H 1.143 -5.040 1.434  C87 1.095
25 C 0.429 -2.632 -5.489  C21 1.527, H23 1.086, H29 1.096, O37 1.426
26 H 2.086 1.510 -3.200  C22 1.088
27 H -2.463 -1.342 -3.742  C20 1.099
28 H -4.544 0.646 2.837  C67 1.093
29 H -0.606 -2.867 -5.764  C25 1.096
30 H -3.821 -0.272 -3.351  C20 1.098
31 H -2.317 1.066 0.512  O93 0.986
32 H 1.962 5.073 6.860  O10 0.962
33 H 0.844 0.224 2.113  C1 1.101
34 H -2.403 -3.175 -1.471  C43 1.095
35 H -2.192 -0.129 -5.939  C96 1.091
36 H -1.511 0.518 2.393  C5 1.101
37 O 1.224 -2.593 -6.672  H15 0.961, C25 1.426
38 H 2.677 4.608 0.274  C78 1.098
39 H 0.234 -3.757 -3.656  C21 1.089
40 H -4.618 -4.170 -1.577  C81 1.091
41 C 0.121 -2.212 3.865  C19 1.499, H52 1.090, H61 1.089, H72 1.094
42 H -0.453 -4.247 1.484  C87 1.095
43 C -3.064 -3.063 -0.606  H13 1.103, H34 1.095, O73 1.414, C81 1.499
44 H -1.228 -5.435 -0.428  C60 1.091
45 C 1.248 5.463 5.093  O10 1.435, H51 1.088, H71 1.094, C84 1.517
46 H -0.478 -0.004 6.124  O76 0.961
47 H 1.847 2.238 -1.617  C22 1.089
48 H 4.137 1.742 -0.949  C56 1.089
49 F 1.479 -1.678 -0.875  C77 1.361
50 H 1.907 4.377 3.373  C84 1.091
51 H 1.244 6.350 4.463  C45 1.088
52 H 0.064 -1.570 2.986  C41 1.090
53 H 0.895 -4.684 -5.051  C21 1.092
54 H 0.253 -4.586 -0.862  C60 1.091
55 O -1.577 0.116 -0.723  C82 1.314
56 C 3.752 1.256 -1.844  C22 1.528, H48 1.089, H68 1.091, H94 1.093
57 F -0.397 -2.085 -1.874  C77 1.346
58 H 1.302 2.692 1.243  C2 1.092
59 O 3.029 3.356 -2.868  H16 0.960, C22 1.446
60 C -0.149 -5.409 -0.268  H44 1.091, H54 1.091, H66 1.089, C87 1.511
61 H 1.158 -2.457 4.089  C41 1.089
62 C 3.316 6.470 -0.594  H3 1.096, H18 1.093, C78 1.521, H91 1.088
63 H 1.895 -3.511 -4.165  C21 1.092
64 H -3.465 -0.294 3.846  C67 1.100
65 F 0.722 -0.321 -2.390  C77 1.340
66 H 0.280 -6.345 -0.623  C60 1.089
67 C -3.593 0.107 2.829  C5 1.516, H28 1.093, H64 1.100, H79 1.092
68 H 3.405 0.245 -1.625  C56 1.091
69 H -3.832 -0.765 -5.795  C96 1.094
70 H 1.930 3.402 4.887  C84 1.089
71 H 0.220 5.104 5.197  C45 1.094
72 H -0.367 -3.149 3.577  C41 1.094
73 O -3.695 -1.798 -0.620  C43 1.414, H75 0.980
74 H -2.361 1.818 3.203  C5 1.097
75 H -3.002 -1.126 -0.788  O73 0.980
76 O 0.051 -0.424 5.441  C19 1.420, H46 0.961
77 C 0.350 -1.091 -1.358  F49 1.361, F57 1.346, F65 1.340, C82 1.527
78 C 2.221 5.502 -0.172  O12 1.425, H38 1.098, C62 1.521, H88 1.089
79 H -3.708 -0.744 2.155  C67 1.092
80 H -0.545 -1.035 0.582  C82 1.124
81 C -4.084 -4.161 -0.627  H11 1.094, H40 1.091, C43 1.499, H86 1.091
82 C -0.421 -0.328 -0.283  O55 1.314, C77 1.527, H80 1.124, O92 1.434
83 H -0.435 -6.081 2.861  O8 0.961
84 C 2.097 4.384 4.448  H7 1.094, C45 1.517, H50 1.091, H70 1.089
85 H -1.811 0.403 -2.469  O6 0.981
86 H -4.802 -4.087 0.191  C81 1.091
87 C 0.080 -5.162 1.205  O8 1.432, H24 1.095, H42 1.095, C60 1.511
88 H 1.541 5.949 0.552  C78 1.089
89 H -1.659 -1.357 4.657  C19 1.098
90 H 2.229 2.027 2.524  C2 1.094
91 H 3.927 6.057 -1.394  C62 1.088
92 O 0.381 0.766 0.182  C1 1.407, C82 1.434
93 O -2.725 1.657 1.188  C5 1.404, H31 0.986
94 H 4.565 1.202 -2.572  C56 1.093
95 H 2.082 -0.221 0.935  C1 1.095
96 C -3.120 -0.051 -5.371  H9 1.090, C20 1.515, H35 1.091, H69 1.094

The total charge is -1. For the largest force on an atom, the calculation gives 1.186 eV/Å. The value obtained for the LUMO energy is 2.2 eV. The gap between HOMO and LUMO is 8.201 eV.

An isolated molecule of C4H7NO2, computed with wB97M-V/def2-TZVPD.

Last columns: bonded neighbours and bond lengths (Å).
Positions of all 14 atoms, in Å:
1 C -1.527 -0.075 0.074  N6 1.276, H9 1.083, O14 1.354
2 C 0.444 1.160 0.409  H5 1.101, N6 1.471, C8 1.514, H12 1.101
3 H 0.683 -1.418 -1.799  C4 1.092
4 C 0.237 -0.592 -1.240  H3 1.092, C8 1.553, H13 1.106, O14 1.418
5 H 0.750 1.928 -0.318  C2 1.101
6 N -1.017 1.015 0.500  C1 1.276, C2 1.471
7 O 0.249 -1.108 1.143  C8 1.481, H10 0.978
8 C 0.900 -0.254 0.123  C2 1.514, C4 1.553, O7 1.481, H11 1.087
9 H -2.471 -0.422 0.474  C1 1.083
10 H -0.144 -0.572 1.860  O7 0.978
11 H 1.961 -0.486 0.176  C8 1.087
12 H 0.839 1.469 1.389  C2 1.101
13 H 0.188 0.286 -1.910  C4 1.106
14 O -1.092 -0.931 -0.881  C1 1.354, C4 1.418

The total charge is 0. For the largest force on an atom, the calculation gives 1.477 eV/Å. The value obtained for the LUMO energy is 0.9 eV. The gap between HOMO and LUMO is 10.211 eV. Its SMILES is O[C@@H]1CN=COC1.

Results for energy above the lowest of the compared OMol25 structures with the same formula, charge and spin: 1.940, 0.000, 2.527 (in eV, following the order of the records).